## a
ORCA calculation (ωB97M-V/def2-TZVPD) on a single C2H4N4O molecule.

Bonds (Å) are listed after each position.
Geometry (Å):
1 O -2.007 -0.203 -1.563  N2 1.394, H10 0.966
2 N -0.695 -0.270 -1.098  O1 1.394, N5 1.504, C7 1.417
3 N 1.689 0.994 0.933  C6 1.329, H8 1.005, H11 1.006
4 N 0.803 -1.198 0.440  C6 1.301, C7 1.449
5 N -0.603 0.380 0.255  N2 1.504, C6 1.445, C7 1.498
6 C 0.779 0.097 0.568  N3 1.329, N4 1.301, N5 1.445, C7 1.892
7 C -0.587 -1.103 0.043  N2 1.417, N4 1.449, N5 1.498, C6 1.892, H9 1.078
8 H 1.413 1.952 1.063  N3 1.005
9 H -1.378 -1.769 0.347  C7 1.078
10 H -1.984 0.449 -2.276  O1 0.966
11 H 2.572 0.670 1.288  N3 1.006

Computed properties:
frontier orbital gap = 10.0 eV
E_LUMO = 0.9 eV


## b
ORCA calculation (ωB97M-V/def2-TZVPD) on a single C2H4N4O molecule.

Bonds (Å) are listed after each position.
Geometry (Å):
1 O -2.091 -0.773 1.746  C6 1.434, H9 1.206
2 N -0.905 -1.452 -0.231  N4 1.418, C6 1.324
3 N -0.284 0.513 0.660  C6 1.356, C7 1.285
4 N -0.012 -0.746 -1.076  N2 1.418, C7 1.371, H10 1.046
5 N 1.535 1.160 -0.760  C7 1.419, H8 1.092, H11 1.035
6 C -1.052 -0.600 0.772  O1 1.434, N2 1.324, N3 1.356
7 C 0.385 0.397 -0.431  N3 1.285, N4 1.371, N5 1.419
8 H 1.496 2.174 -0.359  N5 1.092
9 H -1.431 -0.268 2.621  O1 1.206
10 H -0.079 -1.070 -2.068  N4 1.046
11 H 2.438 0.665 -0.874  N5 1.035

Computed properties:
frontier orbital gap = 9.8 eV
E_LUMO = 0.7 eV


Relative energies, kcal/mol: a 62.5; b 0.0.


## a
ORCA calculation (ωB97M-V/def2-TZVPD) on a single C2H4N4O molecule.

Bonds (Å) are listed after each position.
Geometry (Å):
1 O 0.029 0.168 -0.619  C6 1.249, C7 1.411
2 N 1.355 -1.512 -1.230  C6 1.439, H8 1.147, H10 1.125
3 N -0.846 2.044 0.767  C7 1.426, H9 0.988, H11 1.036
4 N -0.911 -0.413 1.232  N5 1.409, C7 1.313
5 N -0.290 -1.572 0.725  N4 1.409, C6 1.372
6 C 0.277 -1.037 -0.404  O1 1.249, N2 1.439, N5 1.372
7 C -0.675 0.654 0.503  O1 1.411, N3 1.426, N4 1.313
8 H 1.953 -0.662 -1.717  N2 1.147
9 H -1.173 2.579 0.002  N3 0.988
10 H 1.858 -2.397 -0.750  N2 1.125
11 H -1.578 2.145 1.492  N3 1.036

Computed properties:
frontier orbital gap = 9.0 eV
E_LUMO = 0.6 eV


## b
ORCA calculation (ωB97M-V/def2-TZVPD) on a single C2H4N4O molecule.

Bonds (Å) are listed after each position.
Geometry (Å):
1 O 2.973 0.609 0.365  C7 1.207
2 N 0.275 -1.371 -0.027  N3 1.250, N5 1.300
3 N 1.453 -0.977 -0.164  N2 1.250, C7 1.480
4 N -1.957 -0.752 0.212  N5 1.338, H8 1.016, H10 1.021
5 N -0.653 -0.470 0.103  N2 1.300, N4 1.338
6 C 0.703 1.264 -0.163  C7 1.405, H9 1.109, H11 0.999
7 C 1.826 0.442 0.026  O1 1.207, N3 1.480, C6 1.405
8 H -2.373 -1.638 -0.060  N4 1.016
9 H 0.263 1.165 -1.176  C6 1.109
10 H -2.735 -0.114 0.385  N4 1.021
11 H 0.226 1.841 0.499  C6 0.999

Computed properties:
frontier orbital gap (alpha / beta) = 6.5 / 6.8 eV
E_LUMO (alpha / beta) = -1.4 / -1.3 eV


Relative energies, kcal/mol: a 0.0; b 97.8.


## a
ORCA calculation (ωB97M-V/def2-TZVPD) on a single C2H4N4O molecule.

Bonds (Å) are listed after each position.
Geometry (Å):
1 O -2.529 0.612 0.137  C7 1.353, H8 0.968
2 N -1.345 -1.370 -0.060  C7 1.271, H10 1.016
3 N 2.248 0.315 -0.059  N5 1.541, C6 1.462, H9 1.014, H11 1.014
4 N -0.241 0.703 0.045  C6 1.277, C7 1.400
5 N 1.545 -1.055 -0.107  N3 1.541, C6 1.280
6 C 0.821 -0.003 -0.030  N3 1.462, N4 1.277, N5 1.280
7 C -1.385 -0.103 0.035  O1 1.353, N2 1.271, N4 1.400
8 H -2.282 1.545 0.210  O1 0.968
9 H 2.750 0.518 0.799  N3 1.014
10 H -2.282 -1.762 -0.048  N2 1.016
11 H 2.702 0.598 -0.921  N3 1.014

Computed properties:
frontier orbital gap = 9.4 eV
E_LUMO = 0.4 eV


## b
ORCA calculation (ωB97M-V/def2-TZVPD) on a single C2H4N4O molecule.

Bonds (Å) are listed after each position.
Geometry (Å):
1 O 0.703 -0.572 1.642  C6 1.291, H11 1.170
2 N 0.307 -0.151 -0.628  N3 1.411, N5 1.433, C6 1.302
3 N 1.617 -0.016 -1.133  N2 1.411, H8 1.161, H10 1.118
4 N -1.832 0.406 -0.601  N5 1.288, C7 1.414
5 N -0.856 0.163 -1.405  N2 1.433, N4 1.288
6 C -0.035 -0.298 0.620  O1 1.291, N2 1.302, C7 1.430
7 C -1.352 0.249 0.721  N4 1.414, C6 1.430, H9 1.187
8 H 1.347 0.854 -1.852  N3 1.161
9 H -1.855 0.382 1.787  C7 1.187
10 H 1.755 -0.960 -1.716  N3 1.118
11 H 0.200 -0.057 2.565  O1 1.170

Computed properties:
frontier orbital gap = 8.8 eV
E_LUMO = 0.0 eV


Relative energies, kcal/mol: a 0.0; b 41.3.


## a
ORCA calculation (ωB97M-V/def2-TZVPD) on a single C2H4N4O molecule.

Bonds (Å) are listed after each position.
Geometry (Å):
1 O 1.598 -1.516 -0.107  N3 1.552, C6 1.308
2 N 0.816 0.623 -0.103  N5 1.376, C6 1.464, H11 1.012
3 N 2.685 -0.427 0.099  O1 1.552, N5 1.230
4 N -0.691 -1.213 0.120  C6 1.272, C7 1.584
5 N 2.188 0.691 -0.020  N2 1.376, N3 1.230
6 C 0.509 -0.803 0.024  O1 1.308, N2 1.464, N4 1.272
7 C -1.688 0.013 0.005  N4 1.584, H8 1.222, H9 1.208, H10 1.140
8 H -1.604 0.846 0.896  C7 1.222
9 H -1.373 0.789 -0.865  C7 1.208
10 H -2.694 -0.326 -0.412  C7 1.140
11 H 0.254 1.324 0.363  N2 1.012

Computed properties:
frontier orbital gap = 10.1 eV
E_LUMO = 0.3 eV


## b
ORCA calculation (ωB97M-V/def2-TZVPD) on a single C2H4N4O molecule.

Bonds (Å) are listed after each position.
Geometry (Å):
1 O 0.532 1.945 0.004  C7 1.322, H11 1.003
2 N -0.468 -1.429 0.019  N3 1.314, C6 1.347
3 N -1.638 -0.830 0.015  N2 1.314, N5 1.378
4 N 1.933 -0.746 -0.032  C6 1.432, H9 1.034, H10 1.034
5 N -1.379 0.523 -0.011  N3 1.378, C7 1.354, H8 1.022
6 C 0.520 -0.512 0.000  N2 1.347, N4 1.432, C7 1.389
7 C -0.046 0.756 0.005  O1 1.322, N5 1.354, C6 1.389
8 H -2.177 1.153 -0.116  N5 1.022
9 H 2.188 -1.386 -0.803  N4 1.034
10 H 2.257 -1.122 0.875  N4 1.034
11 H 1.503 1.702 0.043  O1 1.003

Computed properties:
frontier orbital gap = 9.5 eV
E_LUMO = 0.6 eV


## c
ORCA calculation (ωB97M-V/def2-TZVPD) on a single C2H4N4O molecule.

Bonds (Å) are listed after each position.
Geometry (Å):
1 O 1.849 0.067 -0.936  C7 1.205
2 N -1.083 -0.384 0.749  N3 1.320, N4 1.434, H11 1.059
3 N -0.289 -0.651 1.769  N2 1.320, C6 1.314
4 N -0.290 0.201 -0.292  N2 1.434, N5 1.376, C7 1.362
5 N -0.879 0.484 -1.502  N4 1.376, H8 1.060, H9 1.053
6 C 0.958 -0.469 1.402  N3 1.314, C7 1.523, H10 1.071
7 C 1.028 -0.060 -0.064  O1 1.205, N4 1.362, C6 1.523
8 H -0.608 1.475 -1.760  N5 1.060
9 H -0.579 -0.217 -2.229  N5 1.053
10 H 1.821 -0.687 1.998  C6 1.071
11 H -1.929 0.242 0.865  N2 1.059

Computed properties:
frontier orbital gap = 10.0 eV
E_LUMO = 0.8 eV


## d
ORCA calculation (ωB97M-V/def2-TZVPD) on a single C2H4N4O molecule.

Bonds (Å) are listed after each position.
Geometry (Å):
1 O 0.267 1.927 0.111  N3 1.317, H10 0.988
2 N -1.944 -0.211 -0.306  C6 1.455, H8 1.268, H9 0.999
3 N 0.317 0.621 -0.057  O1 1.317, N4 1.345, C6 1.355
4 N 1.596 0.214 -0.153  N3 1.345, C7 1.371
5 N 0.135 -1.486 0.040  C6 1.277, C7 1.357
6 C -0.552 -0.410 0.067  N2 1.455, N3 1.355, N5 1.277
7 C 1.447 -1.142 -0.009  N4 1.371, N5 1.357, H11 1.207
8 H -2.067 0.417 0.788  N2 1.268
9 H -2.534 -0.877 0.149  N2 0.999
10 H 0.735 2.441 -0.591  O1 0.988
11 H 2.601 -1.494 -0.037  C7 1.207

Computed properties:
frontier orbital gap = 9.8 eV
E_LUMO = 0.5 eV


Relative energies, kcal/mol: a 71.7; b 0.0; c 31.7; d 80.8.


## a
ORCA calculation (ωB97M-V/def2-TZVPD) on a single C8H12N2O2S molecule.

Bonds (Å) are listed after each position.
Geometry (Å):
1 S 1.934 0.800 0.026  O2 1.446, O3 1.440, C10 1.829, C12 1.770
2 O 1.017 1.123 1.098  S1 1.446
3 O 2.399 1.895 -0.784  S1 1.440
4 N -0.510 -1.120 0.410  N5 1.299, C13 1.360
5 N -1.288 -0.213 0.919  N4 1.299, C6 1.451, C7 1.287
6 C -1.495 -0.373 2.347  N5 1.451, H15 1.089, H16 1.091, H24 1.088
7 C -1.878 0.757 0.313  N5 1.287, C8 1.246
8 C -2.330 1.648 -0.431  C7 1.246, C9 1.316
9 C -2.836 2.620 -1.159  C8 1.316, H14 1.075, H20 1.077
10 C 3.394 0.004 0.787  S1 1.829, H21 1.081, H23 1.082, H25 1.082
11 C -0.381 -2.161 -1.748  C13 1.509, H17 1.089, H18 1.089, H19 1.085
12 C 1.267 -0.441 -1.045  S1 1.770, C13 1.345, H22 1.071
13 C 0.131 -1.114 -0.789  N4 1.360, C11 1.509, C12 1.345
14 H -3.486 3.372 -0.747  C9 1.075
15 H -1.286 -1.410 2.605  C6 1.089
16 H -0.786 0.275 2.864  C6 1.091
17 H -0.213 -3.151 -1.326  C11 1.089
18 H -1.455 -2.034 -1.881  C11 1.089
19 H 0.116 -2.092 -2.710  C11 1.085
20 H -2.592 2.695 -2.205  C9 1.077
21 H 3.280 0.073 1.860  C10 1.081
22 H 1.817 -0.546 -1.958  C12 1.071
23 H 4.280 0.531 0.458  C10 1.082
24 H -2.513 -0.106 2.623  C6 1.088
25 H 3.413 -1.031 0.471  C10 1.082

Computed properties:
frontier orbital gap (alpha / beta) = 7.4 / 7.6 eV
E_LUMO (alpha / beta) = -0.1 / -0.1 eV


## b
ORCA calculation (ωB97M-V/def2-TZVPD) on a single C8H12N2O2S molecule.

Bonds (Å) are listed after each position.
Geometry (Å):
1 S 1.195 -1.463 -1.172  C8 1.736, C9 1.818
2 O 1.052 -2.850 1.617  C13 1.420, H17 1.038
3 O 3.064 -3.720 0.976  C13 1.197
4 N -0.432 -0.020 1.486  N5 1.380, C12 1.368
5 N -0.657 0.821 0.415  N4 1.380, C7 1.539, C11 1.339
6 C -2.218 2.187 -0.889  C11 1.497, H18 1.089, H20 1.064, H25 1.168
7 C 0.569 1.268 -0.400  N5 1.539, C8 1.578, H14 1.167, H19 1.204
8 C 0.992 0.228 -1.509  S1 1.736, C7 1.578, H15 1.228, H16 1.107
9 C 2.601 -1.533 -0.022  S1 1.818, C13 1.617, H21 1.064, H24 1.168
10 C -2.662 0.297 0.871  C11 1.334, C12 1.439, H23 1.108
11 C -1.928 1.123 0.124  N5 1.339, C6 1.497, C10 1.334
12 C -1.728 -0.387 1.726  N4 1.368, C10 1.439, H22 1.191
13 C 2.290 -2.808 0.922  O2 1.420, O3 1.197, C9 1.617
14 H 1.330 1.492 0.455  C7 1.167
15 H 0.052 0.143 -2.295  C8 1.228
16 H 1.776 0.774 -2.069  C8 1.107
17 H 0.598 -1.975 1.292  O2 1.038
18 H -1.832 2.009 -1.891  C6 1.089
19 H 0.329 2.295 -0.981  C7 1.204
20 H -1.635 3.069 -0.773  C6 1.064
21 H 2.519 -0.551 0.379  C9 1.064
22 H -1.793 -1.434 2.291  C12 1.191
23 H -3.760 0.150 0.829  C10 1.108
24 H 3.631 -1.566 -0.572  C9 1.168
25 H -3.353 2.449 -0.811  C6 1.168

Computed properties:
frontier orbital gap = 9.5 eV
E_LUMO = 0.4 eV


Relative energies, kcal/mol: a 81.8; b 0.0.


## a
ORCA calculation (ωB97M-V/def2-TZVPD) on a single C6H7N molecule.

Bonds (Å) are listed after each position.
Geometry (Å):
1 N -3.079 -1.585 0.144  C5 1.158
2 C 0.039 0.078 0.468  C3 1.537, C6 1.474, C7 1.558, H8 1.101
3 C -0.190 1.596 0.405  C2 1.537, H11 1.096, H12 1.094, H14 1.098
4 C 2.601 -0.657 0.222  C6 1.205, H13 1.068
5 C -2.064 -1.151 -0.207  N1 1.158, C7 1.465
6 C 1.462 -0.280 0.339  C2 1.474, C4 1.205
7 C -0.758 -0.658 -0.650  C2 1.558, C5 1.465, H9 1.094, H10 1.097
8 H -0.311 -0.292 1.444  C2 1.101
9 H -0.191 -1.524 -1.004  C7 1.094
10 H -0.901 0.010 -1.508  C7 1.097
11 H -1.261 1.817 0.473  C3 1.096
12 H 0.319 2.100 1.233  C3 1.094
13 H 3.608 -1.000 0.128  C4 1.068
14 H 0.197 2.007 -0.536  C3 1.098

Computed properties:
frontier orbital gap = 11.3 eV
E_LUMO = 0.8 eV


## b
ORCA calculation (ωB97M-V/def2-TZVPD) on a single C6H7N molecule.

Bonds (Å) are listed after each position.
Geometry (Å):
1 N 3.180 0.631 0.000  C5 1.149
2 C -0.530 -0.036 0.000  C3 1.491, C4 1.484, C6 1.510, C7 1.491
3 C -0.028 -0.886 -1.118  C2 1.491, C6 1.510, H9 1.084, H10 1.085
4 C -1.177 1.299 -0.001  C2 1.484, H11 1.091, H12 1.089, H14 1.089
5 C 2.145 0.132 0.000  N1 1.149, C6 1.387
6 C 0.909 -0.497 0.000  C2 1.510, C3 1.510, C5 1.387, C7 1.510
7 C -0.029 -0.884 1.119  C2 1.491, C6 1.510, H8 1.085, H13 1.084
8 H -0.333 -1.923 1.182  C7 1.085
9 H 0.117 -0.415 -2.083  C3 1.084
10 H -0.333 -1.925 -1.180  C3 1.085
11 H -2.262 1.189 0.000  C4 1.091
12 H -0.888 1.864 0.885  C4 1.089
13 H 0.117 -0.413 2.083  C7 1.084
14 H -0.889 1.863 -0.887  C4 1.089

Computed properties:
frontier orbital gap = 10.3 eV
E_LUMO = 0.8 eV


Relative energies, kcal/mol: a 0.0; b 2.4.